The following is a quantum chemistry calculation of C6H12OSi3 in the gas phase at a distorted geometry, from the Open Molecules 2025 dataset.

Properties
- LUMO energy: 0.4407 eV
- Molar mass: 184.42 g/mol
- E_HOMO: -0.3428 Eh
- Energy above the lowest of the compared OMol25 structures with the same formula, charge and spin: 0.891 eV
- HOMO-LUMO gap: 9.8 eV

```
22
C6H12OSi3 | the Open Molecules 2025 dataset | ωB97M-V/def2-TZVPD
Si -0.670 -0.671 -0.646
Si -2.329 0.098 0.834
Si -4.394 0.458 -0.171
O -1.095 0.846 -2.060
C 3.363 0.393 -0.567
C 2.826 -0.427 1.675
C 3.705 0.092 0.752
C 2.062 0.165 -1.071
C 1.090 -0.315 -0.163
C 1.511 -0.569 1.170
H 4.739 0.130 0.990
H -1.886 1.387 1.414
H -0.608 -2.012 -1.241
H -5.472 0.359 0.798
H 3.033 -0.538 2.638
H 0.643 -0.834 1.888
H -2.129 -0.977 2.006
H 1.930 0.206 -2.153
H 4.177 0.716 -1.248
H -4.921 -0.737 -0.946
H -4.415 1.646 -0.947
H -1.162 0.586 -2.953
```

Atom charges from the Löwdin analysis, given in e for atoms 1 to 5: number 1, Si, carries 0.630; number 2, Si, carries 0.321; number 3, Si, carries 0.416; number 4, O, carries -0.357; number 5, C, carries -0.081